1.
DFT (wB97M-V/def2-TZVPD) results for a cluster of 2 separate species, C8H21BN2O7PS in total at a distorted geometry.

```
! wB97M-V def2-TZVPD RIJCOSX def2/J DEFGRID3
* xyz -1 1
S 0.29 -0.26 3.15
P -2.00 0.65 -1.85
O -2.47 0.40 -3.53
O -0.90 -0.32 4.25
O 1.52 -0.67 3.78
O -0.37 1.07 -2.27
O -0.18 -0.87 1.93
O 0.89 -2.26 -2.64
O -2.42 2.36 -1.77
N 2.33 -0.25 -1.98
N -0.78 3.96 -3.00
C -1.35 3.16 -2.27
C 0.33 1.49 2.94
C 2.11 0.11 -0.54
C 0.03 0.17 -3.35
C -0.53 -2.41 5.44
C -1.47 -1.58 4.57
C -1.33 -0.43 -3.98
C 2.81 1.00 -2.70
B 1.10 -0.81 -2.63
H 2.95 0.70 -3.80
H 0.49 1.96 3.91
H -1.75 -2.13 3.66
H 1.17 1.72 2.27
H -1.02 -3.33 5.76
H -1.28 -0.13 -5.09
H -1.53 -1.56 -3.93
H -1.61 0.49 -0.46
H 0.48 -2.44 -1.75
H -0.22 -1.84 6.32
H 0.47 0.83 -4.19
H 2.07 1.87 -2.64
H 0.37 -2.68 4.89
H 3.83 1.26 -2.24
H -3.37 0.36 -1.48
H 2.34 1.24 -0.41
H -1.81 -0.80 -1.88
H 2.82 -0.48 0.14
H -0.61 1.82 2.49
H 1.00 0.00 -0.22
H -2.39 -1.39 5.13
*
```

## Properties
Orbital gap   0.2712 Ha
E_tot   -46748.24633 eV
F_max   5.8 eV/A
LUMO   2.436 eV

2.
DFT (wB97M-V/def2-TZVPD) results for a structure of composition C8H21CaCuNO4 at a distorted geometry.

```
! wB97M-V def2-TZVPD RIJCOSX def2/J DEFGRID3
* xyz 1 1
Cu 0.92 -2.20 3.51
Ca 0.96 -1.73 -0.20
O -3.92 0.26 -0.11
O 3.09 -2.74 0.15
O 1.30 0.48 -1.35
O 1.05 -0.59 1.90
N -1.06 -0.67 -0.20
C 0.17 1.35 -1.38
C 4.06 -1.83 -0.15
C 2.52 1.09 -1.93
C -3.84 1.52 0.45
C -3.42 -0.78 0.65
C 1.70 0.59 2.34
C -2.37 -1.40 -0.29
C -1.10 0.43 -1.15
H -2.03 -2.34 0.13
H 3.28 0.50 -2.44
H -1.14 -0.09 -2.10
H 0.28 2.18 -0.68
H -4.21 -1.54 0.69
H -0.88 -0.35 0.74
H -3.72 2.13 -0.45
H 1.27 1.54 2.04
H 4.61 -1.60 0.77
H 4.66 -2.22 -0.98
H 3.59 -0.88 -0.40
H -4.62 1.77 1.16
H -2.83 1.54 0.86
H 2.92 1.76 -1.17
H 2.31 1.75 -2.77
H -3.15 -0.52 1.67
H -1.99 1.06 -1.19
H -0.12 1.93 -2.25
H 2.73 0.59 1.99
H -2.73 -1.62 -1.30
H 1.69 0.60 3.43
*
```

## Properties
Orbital gap   0.1885 Ha
E_tot   -81385.36388 eV
F_max   3.7 eV/A
LUMO   -5.123 eV

3.
DFT (wB97M-V/def2-TZVPD) results for a structure of composition C8H21ClCoNO4 at a distorted geometry.

```
! wB97M-V def2-TZVPD RIJCOSX def2/J DEFGRID3
* xyz 1 4
Co -2.68 2.07 3.74
Cl -1.51 1.27 1.91
O -0.15 -0.53 -2.79
O -3.40 2.22 -0.55
O -1.98 4.34 -2.00
O 2.60 -1.96 2.79
N 0.69 -0.93 0.74
C 0.58 -1.28 -3.75
C 1.30 -1.55 3.05
C -1.57 2.99 -1.95
C 0.46 -1.84 1.85
C 3.52 -1.57 3.81
C 0.00 -1.18 -0.49
C 0.55 -0.27 -1.61
C -2.70 2.00 -1.78
H 0.90 -2.05 3.94
H 1.43 -0.72 -4.15
H 0.39 0.78 -1.33
H -0.85 2.88 -1.13
H -3.44 2.07 -2.57
H -2.41 4.51 -2.84
H 0.33 -0.02 1.08
H 1.63 -0.39 -1.74
H 0.63 -2.88 1.56
H 0.98 -2.20 -3.30
H -1.00 2.75 -2.87
H -2.82 1.91 0.16
H 0.06 -2.23 -0.78
H -0.12 -1.56 -4.53
H 4.51 -1.63 3.36
H 3.48 -2.24 4.68
H 1.25 -0.48 3.33
H -1.06 -0.94 -0.34
H 3.34 -0.55 4.15
H -0.61 -1.77 2.12
H -2.28 0.98 -1.75
*
```

## Properties
Orbital gap (spin up / spin down)   0.2732 / 0.1653 Ha
E_tot   -68454.55886 eV
F_max   3.5 eV/A
LUMO (spin up / spin down)   -4.454 / -7.389 eV

4.
DFT (wB97M-V/def2-TZVPD) results for a cluster of 2 separate species, C8H21ClNO3Si in total at a distorted geometry.

```
! wB97M-V def2-TZVPD RIJCOSX def2/J DEFGRID3
* xyz -1 1
Cl 3.30 1.71 -1.86
Si -1.42 -1.93 -0.39
O 0.14 4.04 -3.21
O -0.92 -2.57 1.12
O 2.46 2.98 0.37
N 0.42 0.44 2.04
C 0.48 -0.98 2.43
C -0.94 -1.62 2.18
C 1.65 0.92 1.40
C -3.02 -0.91 -0.33
C 1.28 2.22 0.61
C -0.09 -0.85 -1.25
C -1.67 -3.46 -1.54
C 2.61 3.18 -1.02
H -1.73 -0.85 2.10
H 3.37 3.98 -1.14
H -2.74 0.16 -0.40
H -1.13 -4.31 -1.07
H 2.43 1.19 2.15
H 0.67 -1.00 3.53
H -1.25 -3.30 -2.54
H 0.73 1.98 -0.32
H 1.27 -1.55 1.90
H -1.17 -2.20 3.11
H -0.51 0.15 -1.50
H -0.38 0.63 1.44
H -3.61 -1.02 0.61
H 2.12 0.20 0.70
H -2.76 -3.68 -1.53
H 0.22 -1.29 -2.23
H 1.65 3.50 -1.52
H -3.67 -1.11 -1.20
H 0.81 3.35 -3.27
H 0.81 -0.79 -0.61
H 0.57 2.78 1.27
*
```

## Properties
Orbital gap   0.2005 Ha
E_tot   -36669.58942 eV
F_max   2.3 eV/A
LUMO   2.756 eV

5.
DFT (wB97M-V/def2-TZVPD) results for a structure of composition C8H21FIOP2Tc at a distorted geometry.

```
! wB97M-V def2-TZVPD RIJCOSX def2/J DEFGRID3
* xyz 3 4
I -0.47 0.02 -2.67
Tc -0.11 0.04 1.25
P 0.14 2.19 0.51
P 0.16 -2.20 0.83
F -0.31 0.18 3.09
O -2.93 -0.08 -0.01
C -1.41 3.13 0.23
C -0.16 -0.02 -4.81
C -1.83 -0.04 0.44
C 0.81 -2.81 2.44
C 1.26 2.76 -0.81
C 1.29 -2.94 -0.39
C -1.37 -3.19 0.70
C 0.78 3.04 2.01
H 1.33 3.86 -0.81
H -2.08 -2.90 1.48
H -1.81 -3.00 -0.29
H -1.84 2.80 -0.73
H 1.78 -2.33 2.62
H 2.25 2.34 -0.62
H 0.11 2.91 2.87
H 0.90 4.11 1.80
H 2.28 -2.47 -0.26
H 1.38 -4.02 -0.20
H -1.11 -4.25 0.80
H 0.90 0.09 -5.04
H 0.89 2.41 -1.79
H 0.14 -2.55 3.28
H 0.94 -3.89 2.39
H -0.54 -0.97 -5.17
H -2.13 2.95 1.04
H -0.74 0.81 -5.22
H -1.17 4.19 0.19
H 1.76 2.61 2.25
H 0.92 -2.76 -1.40
*
```

## Properties
Orbital gap (spin up / spin down)   0.2068 / 0.1268 Ha
E_tot   -42244.84137 eV
F_max   8.9 eV/A
LUMO (spin up / spin down)   -14.251 / -15.527 eV

6.
DFT (wB97M-V/def2-TZVPD) results for a cluster of 2 separate species, C8H21N2P in total at a distorted geometry.

```
! wB97M-V def2-TZVPD RIJCOSX def2/J DEFGRID3
* xyz 2 1
P 2.44 -1.18 2.33
N -2.77 -0.27 -1.33
N 1.66 1.08 -0.15
C 0.85 0.08 -0.39
C -0.19 -1.31 2.78
C -0.96 -0.27 -3.01
C -0.61 0.55 -0.44
C 0.89 -1.64 1.70
C -0.43 2.02 -0.67
C -1.32 -0.40 -1.49
C 1.04 2.31 -0.01
H 2.57 0.92 -0.62
H -1.59 -1.01 -3.46
H -0.31 2.12 -1.81
H 1.07 -2.57 1.12
H 0.13 -0.40 -3.31
H -0.85 -0.43 2.47
H -3.38 -1.05 -1.53
H -1.40 0.72 -3.33
H 1.34 -0.87 -0.63
H 3.52 -1.97 1.90
H -3.05 0.45 -2.04
H 2.91 -1.15 3.72
H 0.88 2.67 1.00
H -1.16 2.71 -0.30
H 1.62 3.09 -0.44
H -1.03 -1.44 -1.16
H 0.21 -1.10 3.72
H -0.89 -2.05 3.07
H 2.87 0.19 2.00
H -1.16 0.28 0.62
H -2.88 -0.07 -0.32
*
```

## Properties
Orbital gap   0.2740 Ha
E_tot   -20885.33955 eV
F_max   3.7 eV/A
LUMO   -7.087 eV

Among the records above, which one has the highest F_max? C8H21FIOP2Tc